No. 1
20
Properties=species:S:1:pos:R:3 method="wB97M-V/def2-TZVPD" orbital_gap_ev="8.16 / 8.16" de_lowest_kj_mol=219.4 charge=+1 spin_multiplicity=1 e_tot_ha=-850.92916
C 3.92 1.45 0.10
C 1.39 1.13 -0.01
C 4.98 0.61 0.10
C 2.69 0.73 0.07
C 2.93 -0.70 -0.07
C 0.78 -1.24 0.02
N 2.02 -1.61 -0.12
N 0.36 0.05 -0.06
N -2.68 -1.31 0.09
N -0.85 0.46 -0.36
S 4.61 -1.10 -0.01
H 4.11 2.47 0.14
H 1.18 2.20 -0.14
H 6.03 1.02 0.13
H 0.23 -2.14 0.07
H -2.49 -2.26 0.42
H -2.98 -0.79 0.92
H -3.56 -1.44 -0.37
H -1.72 -0.30 -0.26
H -1.07 1.39 -0.59

No. 2
71
Properties=species:S:1:pos:R:3 method="wB97M-V/def2-TZVPD" orbital_gap_ev="6.80 / 4.60" de_lowest_kj_mol=0.0 s2=6.059 charge=+1 spin_multiplicity=5 e_tot_ha=-2615.50095
Pt 1.13 0.11 0.95
O -1.07 4.74 -0.58
C 0.05 4.75 -1.35
C 0.25 5.73 -2.31
C 1.36 5.69 -3.14
C 2.28 4.66 -3.03
C 2.08 3.67 -2.09
C 0.98 3.70 -1.22
C 0.85 2.62 -0.26
O 1.43 1.50 -0.54
N 0.17 2.83 0.91
N 0.24 1.76 1.66
C -0.37 1.60 2.89
C -0.19 0.36 3.48
C -0.71 0.01 4.75
C -0.48 -1.24 5.27
C 0.28 -2.16 4.54
C 0.78 -1.80 3.30
N 0.56 -0.60 2.77
H -1.59 5.53 -0.77
H -0.48 6.53 -2.40
H 1.50 6.47 -3.87
H 3.15 4.63 -3.68
H 2.79 2.86 -1.98
H -0.93 2.41 3.35
H -1.29 0.74 5.29
H -0.88 -1.51 6.24
H 0.48 -3.15 4.92
H 1.36 -2.48 2.69
C -5.10 -1.71 1.44
C -4.00 -1.88 2.27
C -2.72 -1.65 1.80
C -2.53 -1.24 0.47
C -3.63 -1.07 -0.36
C -4.91 -1.30 0.12
P -0.83 -1.00 -0.10
C -0.91 -0.16 -1.70
C -0.21 -0.65 -2.80
C -0.16 0.10 -3.97
C -0.80 1.33 -4.04
C -1.50 1.81 -2.94
C -1.55 1.08 -1.77
C -0.09 -2.62 -0.32
C -0.83 -3.73 -0.65
C -0.17 -4.94 -0.95
C 1.19 -5.01 -0.93
C 1.98 -3.88 -0.59
C 3.40 -3.92 -0.59
C 4.11 -2.81 -0.25
C 3.45 -1.62 0.14
C 2.08 -1.54 0.20
C 1.33 -2.67 -0.23
H -6.09 -1.89 1.81
H -4.14 -2.20 3.30
H -1.87 -1.80 2.45
H -3.49 -0.76 -1.39
H -5.76 -1.17 -0.53
H 0.29 -1.61 -2.74
H 0.39 -0.28 -4.82
H -0.75 1.91 -4.95
H -1.99 2.77 -2.99
H -2.08 1.47 -0.91
H -1.91 -3.67 -0.72
H -0.76 -5.82 -1.21
H 1.70 -5.93 -1.18
H 3.89 -4.84 -0.87
H 5.19 -2.83 -0.27
H 4.06 -0.77 0.42
S 3.51 1.50 2.74
C 4.05 2.25 1.40
N 4.43 2.78 0.43

No. 3
116
Properties=species:S:1:pos:R:3 method="wB97M-V/def2-TZVPD" orbital_gap_ev="4.97 / 5.00" de_lowest_kj_mol=25.1 charge=-1 spin_multiplicity=1 e_tot_ha=-5149.54461
K 0.15 -0.07 -0.14
C 6.11 -0.32 2.73
C 5.46 -1.09 1.60
N 4.28 -1.84 2.01
C 4.48 -3.19 2.51
C 4.40 -3.29 4.03
C 3.03 -1.31 1.94
S 2.85 0.31 1.43
N 2.07 -2.21 2.28
C 0.78 -1.93 2.35
O 0.18 -0.85 2.19
C -0.08 -3.14 2.67
C -1.43 -3.12 2.34
C -2.24 -4.21 2.63
C -1.71 -5.32 3.27
C -0.36 -5.34 3.60
C 0.45 -4.26 3.29
H 6.99 0.22 2.37
H 6.44 -0.99 3.54
H 5.41 0.40 3.14
H 6.16 -1.82 1.17
H 5.16 -0.41 0.81
H 5.47 -3.50 2.17
H 3.74 -3.85 2.06
H 5.15 -2.67 4.52
H 4.55 -4.33 4.35
H 3.42 -2.96 4.37
H -1.83 -2.26 1.82
H -3.29 -4.18 2.36
H -2.34 -6.16 3.51
H 0.06 -6.21 4.10
H 1.51 -4.27 3.53
C 2.08 -1.90 -3.58
Si 1.44 -0.33 -4.43
C -0.26 -0.86 -5.12
C 2.56 -0.14 -5.96
C 1.35 1.09 -3.33
C 0.12 1.83 -3.18
C -0.69 2.20 -4.28
C -1.89 2.85 -4.10
C -2.31 3.18 -2.81
C -1.46 2.83 -1.78
N -0.30 2.19 -1.93
Si 2.87 1.85 -2.67
C 3.66 3.02 -3.95
C 4.24 0.60 -2.28
C 2.63 2.94 -1.14
H 2.10 -2.76 -4.27
H 1.45 -2.16 -2.73
H 3.10 -1.76 -3.20
H -0.18 -1.81 -5.64
H -0.69 -0.13 -5.81
H -0.97 -0.97 -4.30
H 2.65 -1.06 -6.55
H 3.57 0.14 -5.65
H 2.19 0.65 -6.61
H -0.33 1.99 -5.28
H -2.50 3.12 -4.96
H -3.25 3.67 -2.61
H -1.74 3.05 -0.76
H 3.91 2.49 -4.87
H 4.56 3.51 -3.58
H 2.94 3.80 -4.22
H 4.56 0.05 -3.17
H 3.90 -0.12 -1.53
H 5.11 1.12 -1.87
H 1.79 3.61 -1.27
H 3.53 3.52 -0.94
H 2.42 2.31 -0.27
O -0.87 -1.80 -1.43
N -1.68 -0.96 -1.81
Cl 2.42 5.24 2.37
C 1.39 3.82 2.14
Cl -0.19 4.25 1.47
H 1.23 3.36 3.11
H 1.88 3.15 1.45
C -4.03 -2.28 -0.65
Si -3.37 -1.60 -2.24
C -3.20 -2.88 -3.58
C -4.31 -0.10 -2.82
C -4.97 0.72 -1.90
C -5.66 1.85 -2.33
C -5.68 2.17 -3.68
C -5.01 1.38 -4.60
C -4.33 0.25 -4.17
H -5.07 -2.58 -0.80
H -3.99 -1.55 0.16
H -3.46 -3.15 -0.34
H -4.20 -3.20 -3.89
H -2.65 -3.75 -3.22
H -2.67 -2.50 -4.45
H -4.95 0.49 -0.84
H -6.15 2.48 -1.61
H -6.20 3.06 -4.01
H -5.01 1.64 -5.65
H -3.81 -0.35 -4.89
C -3.02 4.04 5.42
C -3.24 2.68 4.76
N -2.45 2.57 3.54
C -2.20 1.35 2.96
S -2.53 1.13 1.32
N -1.69 0.40 3.72
C -0.88 0.61 4.91
C -1.32 -0.28 6.07
H -3.66 4.15 6.29
H -3.25 4.84 4.72
H -1.98 4.15 5.72
H -4.30 2.54 4.54
H -2.95 1.88 5.44
H -2.73 3.23 2.83
H -1.37 -0.39 3.16
H -0.91 1.67 5.18
H 0.15 0.39 4.64
H -2.36 -0.10 6.33
H -0.70 -0.10 6.94
H -1.22 -1.33 5.79

No. 4
55
Properties=species:S:1:pos:R:3 method="wB97M-V/def2-TZVPD" orbital_gap_ev="6.38 / 5.79" de_lowest_kj_mol=174.9 s2=6.046 charge=-1 spin_multiplicity=5 e_tot_ha=-5630.00028
Ru 0.34 0.11 1.25
O 1.88 -1.15 2.08
N 3.05 -1.03 1.62
N 3.17 -0.19 0.68
O 2.15 0.46 0.15
C 4.45 -0.02 0.06
C 4.49 0.37 -1.27
C 5.72 0.53 -1.88
C 6.89 0.31 -1.17
C 6.83 -0.07 0.16
C 5.61 -0.23 0.79
H 3.56 0.54 -1.79
H 5.76 0.83 -2.92
H 7.85 0.44 -1.66
H 7.74 -0.23 0.72
H 5.54 -0.52 1.83
S -2.05 -1.24 6.12
Sb -1.38 0.51 4.59
S 0.64 1.86 2.65
S -1.14 -0.92 2.59
S -3.59 1.21 4.41
C -5.08 -0.09 1.37
N -4.03 0.29 0.38
C -3.36 -0.93 -0.17
C -3.05 1.27 1.00
C -2.07 1.79 0.00
C -2.59 2.69 -0.94
C -1.78 3.31 -1.87
C -0.42 3.04 -1.83
C 0.09 2.15 -0.90
C -0.71 1.46 0.03
H -5.79 -0.75 0.89
H -5.55 0.82 1.74
H -4.58 -0.57 2.21
H -4.47 0.77 -0.41
H -2.88 -1.44 0.66
H -2.60 -0.63 -0.89
H -4.12 -1.56 -0.63
H -2.57 0.72 1.81
H -3.67 2.05 1.44
H -3.64 2.94 -0.90
H -2.20 4.01 -2.59
H 0.25 3.53 -2.52
H 1.16 2.00 -0.89
Br -1.02 -4.62 -3.55
C -0.59 -3.32 -2.21
C -0.63 -3.67 -0.88
C -0.35 -2.70 0.08
C -0.03 -1.38 -0.24
C 0.06 -1.11 -1.61
C -0.22 -2.05 -2.60
H -0.89 -4.68 -0.59
H -0.39 -3.00 1.12
H 0.35 -0.12 -1.94
H -0.15 -1.79 -3.64

No. 5
61
Properties=species:S:1:pos:R:3 method="wB97M-V/def2-TZVPD" orbital_gap_ev="7.91 / 5.74" de_lowest_kj_mol=42.9 s2=6.038 charge=+4 spin_multiplicity=5 e_tot_ha=-8086.24360
Os -0.44 -1.46 -0.84
C 2.75 0.21 -0.80
As 1.27 -0.27 0.36
C 2.10 -1.36 1.74
C 0.90 1.33 1.44
C 0.05 2.48 0.89
C 0.65 3.07 -0.38
C -1.40 2.00 0.67
As -1.76 0.63 -0.67
C -1.98 1.53 -2.37
C -3.56 0.11 -0.19
C -0.09 3.59 1.99
As 1.35 4.85 2.43
C 3.03 4.10 2.98
C 1.53 6.30 1.18
H 3.56 0.62 -0.20
H 2.44 0.95 -1.54
H 3.11 -0.67 -1.32
H 2.58 -0.71 2.47
H 2.87 -2.00 1.30
H 1.36 -1.98 2.25
H 1.90 1.68 1.71
H 0.44 0.94 2.36
H 0.65 2.35 -1.20
H 1.68 3.38 -0.23
H 0.08 3.94 -0.72
H -2.03 2.84 0.37
H -1.81 1.61 1.60
H -2.55 2.44 -2.21
H -2.54 0.88 -3.05
H -1.02 1.77 -2.82
H -4.17 1.01 -0.08
H -3.56 -0.44 0.75
H -3.99 -0.50 -0.98
H -0.37 3.13 2.94
H -0.91 4.26 1.72
H 2.86 3.28 3.68
H 3.60 4.89 3.47
H 3.59 3.76 2.10
H 0.55 6.62 0.85
H 2.14 5.97 0.34
H 2.04 7.11 1.70
O -0.05 -1.41 -3.09
H 0.31 -0.67 -3.59
H -0.29 -2.09 -3.74
N 2.29 -4.04 -0.72
C 1.06 -4.49 -0.68
N -0.02 -3.68 -0.83
C -1.15 -4.43 -0.86
C -2.45 -3.92 -1.07
C -3.50 -4.80 -1.07
C -3.28 -6.20 -0.86
C -2.01 -6.73 -0.66
C -0.95 -5.84 -0.67
S 0.72 -6.19 -0.48
H 2.48 -3.07 -0.91
H 3.09 -4.66 -0.63
H -2.63 -2.86 -1.24
H -4.51 -4.46 -1.23
H -4.14 -6.86 -0.86
H -1.86 -7.79 -0.51

No. 6
17
Properties=species:S:1:pos:R:3 method="wB97M-V/def2-TZVPD" orbital_gap_ev=9.99 de_lowest_kj_mol=249.9 spin_multiplicity=1 e_tot_ha=-587.52399
C -3.57 -0.17 0.19
C 0.48 -1.40 0.92
C 1.22 -0.14 1.40
C -1.08 -2.00 -0.89
N 0.08 1.39 -2.07
O -2.94 0.76 0.37
O -4.17 -1.11 0.12
O 0.70 -2.51 1.33
O -1.00 -3.24 -0.48
O -0.32 -1.15 -0.13
H 2.36 -0.52 1.42
H 0.95 0.09 2.40
H 1.15 0.61 0.54
H -0.07 0.67 -1.41
H -0.86 1.60 -2.36
H 0.64 1.16 -2.81
H -0.42 -3.60 0.27